Entry from the OMol25 dataset: a structure of composition C3H6LiO4 (the ωB97M-V functional and the def2-TZVPD basis).

Results
HOMO-LUMO gap, eV: 10.90
HOMO energy, eV: -15.07

```
! RIJCOSX wB97M-V def2-TZVPD def2/J DEFGRID3
* xyz 1 1
H -2.90 -0.13 -0.94
H -1.62 1.35 0.48
C -1.59 0.25 0.51
C -0.20 -0.26 0.81
O 0.64 0.20 -0.25
C 1.96 0.11 -0.11
O 2.53 -0.22 0.90
O 2.50 0.34 -1.29
Li -0.57 -0.24 -2.04
O -1.97 -0.28 -0.76
H -2.28 -0.10 1.29
H -0.09 -1.36 0.84
H 0.13 0.09 1.79
H 3.47 0.25 -1.24
*
```



Entry from the OMol25 dataset: a cluster of 4 separate species, C29H37BrO8 in total (the ωB97M-V functional and the def2-TZVPD basis).

Results
HOMO-LUMO gap, eV: 8.50
HOMO energy, eV: -9.09
SMILES string: CCCc1ccc2c(c1Br)C(=O)c1ccccc1C2=O.CCOC(C)=O.CCOC(C)=O.CCOC(C)=O

```
! RIJCOSX wB97M-V def2-TZVPD def2/J DEFGRID3
* xyz 0 1
C 0.19 0.63 -3.43
C -1.15 0.00 -3.08
C -1.05 -1.26 -2.21
C -0.01 -1.27 -1.12
C 0.95 -2.29 -1.13
C 1.93 -2.40 -0.16
C 1.97 -1.48 0.88
C 1.04 -0.43 0.92
C 0.05 -0.35 -0.07
Br -1.34 0.93 0.11
C 1.18 0.55 2.05
O 0.99 1.74 1.92
C 1.65 -0.03 3.34
C 1.25 0.51 4.55
C 1.72 -0.05 5.73
C 2.60 -1.13 5.70
C 3.03 -1.65 4.49
C 2.54 -1.11 3.30
C 2.97 -1.62 1.97
O 4.05 -2.15 1.80
H 0.89 -0.12 -3.80
H 0.63 1.16 -2.58
H 0.06 1.36 -4.23
H -1.83 0.72 -2.62
H -1.63 -0.31 -4.01
H -2.02 -1.48 -1.76
H -0.80 -2.09 -2.88
H 0.92 -3.01 -1.93
H 2.66 -3.20 -0.20
H 0.60 1.38 4.56
H 1.41 0.35 6.69
H 2.95 -1.54 6.63
H 3.74 -2.47 4.46
C -6.05 -3.33 1.97
C -4.60 -3.06 1.64
O -4.41 -2.74 0.25
C -4.56 -1.49 -0.23
C -5.13 -0.40 0.66
O -4.26 -1.28 -1.37
H -6.67 -2.44 1.82
H -6.15 -3.64 3.01
H -6.45 -4.12 1.33
H -4.16 -2.29 2.27
H -4.01 -3.97 1.78
H -6.21 -0.35 0.48
H -4.69 0.54 0.36
H -4.96 -0.55 1.72
C -3.32 2.07 -7.55
C -2.21 1.60 -8.47
O -1.39 0.60 -7.86
C -1.70 -0.71 -7.87
C -3.06 -1.16 -8.35
O -0.89 -1.49 -7.44
H -4.01 1.27 -7.30
H -3.88 2.88 -8.01
H -2.89 2.44 -6.61
H -2.60 1.25 -9.43
H -1.53 2.42 -8.69
H -3.72 -1.23 -7.48
H -2.96 -2.14 -8.78
H -3.52 -0.50 -9.08
C 7.04 4.06 5.25
C 6.39 3.05 6.16
O 5.02 3.37 6.42
C 4.01 3.00 5.60
C 4.33 2.40 4.25
O 2.89 3.20 5.96
H 6.58 4.07 4.26
H 8.10 3.83 5.12
H 6.95 5.06 5.67
H 6.48 2.03 5.78
H 6.87 3.07 7.14
H 4.34 3.20 3.50
H 3.54 1.71 4.00
H 5.28 1.86 4.21
*
```



Entry from the OMol25 dataset: a cluster of 2 separate species, C2H6S3 in total (the ωB97M-V functional and the def2-TZVPD basis).

Results
HOMO-LUMO gap (spin up / spin down), eV: 7.85 / 7.85
HOMO energy (spin up / spin down), eV: -8.74 / -8.74

```
! RIJCOSX wB97M-V def2-TZVPD def2/J DEFGRID3
* xyz 0 1
C 0.99 -0.46 0.00
C -0.47 -0.63 -0.03
S -1.45 0.62 1.90
S -0.87 -2.37 0.18
S -1.28 -0.01 -1.42
H 1.35 -0.64 -0.94
H 1.07 0.53 0.40
H 1.30 -1.11 0.77
H -0.35 1.35 2.01
H -2.07 -2.03 0.64
H -0.88 1.34 -1.43
*
```



Entry from the OMol25 dataset: a cluster of 10 separate species, C29H74BrCl2FNO12 in total (the ωB97M-V functional and the def2-TZVPD basis).

Results
HOMO-LUMO gap, eV: 8.82
HOMO energy, eV: -11.05

```
! RIJCOSX wB97M-V def2-TZVPD def2/J DEFGRID3
* xyz 1 1
C 3.69 0.74 3.69
C 2.30 1.35 3.70
C 1.33 0.80 2.67
O 1.15 -0.61 2.91
C 0.90 -1.49 1.87
C -0.29 -1.06 1.00
C -1.53 -0.55 1.75
C -2.29 0.49 0.91
Cl -2.04 2.16 1.50
C 0.86 -2.87 2.60
Cl -0.75 -3.20 3.28
C 1.51 -4.11 1.96
C 0.91 -4.81 0.71
C -0.60 -4.78 0.47
C -0.97 -5.69 -0.71
O -1.80 -5.05 -1.65
C -3.15 -4.97 -1.24
C 3.04 -3.78 1.81
C 3.79 -4.69 0.82
O 5.11 -4.88 1.27
C 5.52 -6.23 1.31
C 3.27 -2.26 1.66
Br 4.92 -1.78 0.79
N 2.17 -1.52 0.94
C 1.96 -1.99 -0.49
C 1.89 -0.83 -1.48
C 1.05 -1.24 -2.68
F 1.03 -0.20 -3.59
H 4.04 0.57 2.67
H 4.41 1.41 4.16
H 3.74 -0.20 4.26
H 1.85 1.23 4.69
H 2.36 2.43 3.53
H 0.37 1.31 2.77
H 1.68 1.00 1.65
H 0.06 -0.25 0.36
H -0.59 -1.87 0.33
H -2.22 -1.37 1.97
H -1.26 -0.12 2.72
H -3.36 0.32 0.93
H -1.96 0.50 -0.13
H 1.46 -2.67 3.50
H 1.46 -4.85 2.76
H 1.18 -5.87 0.79
H 1.41 -4.48 -0.20
H -1.12 -5.08 1.38
H -0.95 -3.78 0.20
H -1.46 -6.61 -0.34
H -0.08 -5.99 -1.26
H -3.66 -4.28 -1.91
H -3.63 -5.95 -1.30
H -3.24 -4.60 -0.21
H 3.52 -4.01 2.77
H 3.84 -4.26 -0.19
H 3.27 -5.65 0.76
H 5.37 -6.73 0.35
H 4.99 -6.78 2.10
H 6.59 -6.24 1.54
H 3.32 -1.79 2.64
H 2.50 -0.55 0.86
H 1.06 -2.60 -0.52
H 2.80 -2.63 -0.75
H 1.49 0.07 -1.03
H 2.90 -0.59 -1.84
H 1.47 -2.12 -3.18
H 0.01 -1.45 -2.40
C 1.75 5.63 4.36
O 1.80 4.37 5.02
H 1.95 5.44 3.31
H 0.76 6.09 4.45
H 2.50 6.32 4.74
H 1.63 4.51 5.96
C 5.24 -3.84 -2.92
O 4.32 -2.89 -2.37
H 4.68 -4.42 -3.65
H 6.07 -3.35 -3.42
H 5.62 -4.52 -2.15
H 4.79 -2.37 -1.71
C 1.39 2.56 -6.01
O 0.07 2.40 -5.49
H 1.37 3.44 -6.65
H 2.11 2.73 -5.20
H 1.71 1.70 -6.59
H 0.08 1.62 -4.92
C -5.79 1.77 2.72
O -5.01 1.58 3.89
H -6.82 1.95 3.01
H -5.45 2.64 2.15
H -5.76 0.89 2.07
H -4.10 1.45 3.63
C 4.64 1.90 -0.46
O 3.29 1.66 -0.05
H 5.26 1.20 0.10
H 4.77 1.71 -1.53
H 4.96 2.91 -0.22
H 2.72 2.28 -0.52
C -7.28 4.57 0.40
O -7.99 4.31 1.61
H -7.48 3.73 -0.27
H -7.61 5.49 -0.08
H -6.20 4.63 0.57
H -7.82 5.04 2.21
C -4.14 6.40 1.98
O -3.87 5.30 1.12
H -4.54 7.20 1.35
H -4.88 6.15 2.74
H -3.24 6.77 2.47
H -3.52 4.58 1.64
C -3.17 3.00 -7.07
O -2.68 1.79 -6.51
H -4.17 2.79 -7.45
H -3.24 3.79 -6.31
H -2.54 3.35 -7.89
H -1.79 1.97 -6.16
C -5.39 4.63 -4.24
O -4.93 5.65 -5.11
H -6.33 4.26 -4.64
H -4.69 3.80 -4.18
H -5.57 5.02 -3.23
H -4.10 5.98 -4.76
*
```



no.,E_tot (a.u.),largest force on an atom (hartree/bohr)
1,-426.23934,0.0376
2,-4303.20991,0.0081
3,-1274.27010,0.0767
4,-5700.81379,0.0116